Density functional theory data (ωB97M-V/def2-TZVPD) for a structure of composition C40H52N3O4SiW in a non-equilibrium geometry.

The geometry in ORCA input format:
```
! wB97M-V def2-TZVPD RIJCOSX def2/J DEFGRID3
* xyz 3 1
W 0.38 -0.43 -1.42
C 0.96 -2.50 -3.82
C 0.77 -1.12 -4.43
N 1.25 -0.04 -3.50
C 2.75 0.12 -3.60
C 3.31 0.25 -2.20
N 2.63 -0.74 -1.34
C 3.08 -2.15 -1.59
C 1.91 -3.11 -1.59
N 0.77 -2.49 -2.33
H 1.94 -2.92 -4.04
H 0.22 -3.17 -4.27
H -0.27 -0.91 -4.64
H 1.31 -1.04 -5.37
H 0.84 0.82 -3.85
H 2.99 0.99 -4.21
H 3.14 -0.76 -4.11
H 3.10 1.24 -1.79
H 4.39 0.11 -2.19
H 2.83 -0.50 -0.37
H 3.81 -2.44 -0.83
H 3.61 -2.17 -2.55
H 1.57 -3.33 -0.58
H 2.19 -4.06 -2.06
H -0.04 -3.08 -2.12
C -2.23 1.37 4.39
C -2.57 0.97 2.97
C -4.05 0.92 2.68
O -1.95 -0.32 2.68
C -1.12 -0.17 1.57
C -0.71 1.31 1.68
O -1.96 1.86 2.02
C -0.11 2.12 0.50
O -0.14 1.12 -0.76
C 1.38 2.42 0.56
C 2.19 2.18 1.66
C 3.53 2.58 1.65
C 4.05 3.24 0.55
C 3.24 3.49 -0.55
C 1.92 3.08 -0.54
C -0.93 3.31 0.11
C -2.14 3.14 -0.56
C -2.93 4.23 -0.86
C -2.53 5.50 -0.46
C -1.34 5.67 0.22
C -0.53 4.58 0.51
C -0.12 -1.34 1.58
O 0.41 -1.32 0.11
C 1.10 -1.17 2.45
C 0.94 -0.67 3.74
C 2.05 -0.54 4.58
C 3.31 -0.91 4.14
C 3.46 -1.46 2.87
C 2.36 -1.60 2.04
C -0.80 -2.67 1.66
C -1.76 -3.03 0.71
C -2.42 -4.24 0.80
C -2.14 -5.11 1.85
C -1.19 -4.75 2.80
C -0.52 -3.54 2.71
H -2.43 0.53 5.06
H -2.84 2.21 4.70
H -1.18 1.65 4.48
H -4.56 0.33 3.44
H -4.23 0.47 1.71
H -4.46 1.93 2.69
H -1.69 -0.29 0.64
H -0.01 1.43 2.51
H 1.83 1.70 2.56
H 4.14 2.40 2.52
H 5.08 3.57 0.56
H 3.64 4.04 -1.40
H 1.28 3.35 -1.38
H -2.48 2.15 -0.83
H -3.86 4.10 -1.39
H -3.15 6.36 -0.69
H -1.03 6.66 0.54
H 0.39 4.73 1.05
H -0.04 -0.42 4.11
H 1.91 -0.16 5.58
H 4.16 -0.81 4.79
H 4.43 -1.80 2.54
H 2.47 -2.11 1.09
H -2.03 -2.35 -0.09
H -3.17 -4.51 0.07
H -2.66 -6.05 1.93
H -0.97 -5.42 3.62
H 0.21 -3.28 3.46
C -3.40 -0.47 -1.32
Si -2.01 -0.64 -2.54
C -2.37 -2.15 -3.57
C -1.83 0.93 -3.59
H -4.18 0.08 -1.86
H -3.22 0.06 -0.40
H -3.80 -1.45 -1.08
H -3.46 -2.10 -3.72
H -2.20 -3.10 -3.06
H -1.92 -2.19 -4.56
H -2.66 1.57 -3.29
H -1.97 0.66 -4.64
H -0.96 1.58 -3.51
*
```

The value obtained for the HOMO-LUMO gap is 0.20874 Eh. The energy relative to the best compared isomer or geometry (same formula, charge and spin) comes out at 3.04 kcal per mole. The LUMO energy is -10.52 eV.

***

Density functional theory data (ωB97M-V/def2-TZVPD) for a structure of composition C6H11F7O11P2S3 in a non-equilibrium geometry.

The geometry in ORCA input format:
```
! wB97M-V def2-TZVPD RIJCOSX def2/J DEFGRID3
* xyz 0 1
O 1.97 -0.08 4.30
S 1.69 0.95 3.35
O 2.75 0.89 2.15
P 4.40 0.78 2.49
P 4.89 1.96 0.68
O 3.71 2.55 0.05
O 5.64 0.86 -0.19
O 6.02 3.03 1.05
O 0.53 0.34 2.20
S -1.00 0.23 2.54
O -1.61 -0.47 1.47
O -1.18 -0.16 3.89
C -1.57 2.01 2.46
F -0.53 2.81 2.69
F -2.43 2.16 3.47
C -2.27 2.45 1.13
F -2.01 3.75 0.98
F -1.75 1.82 0.09
C -3.81 2.29 1.14
F -4.38 3.29 1.85
F -4.16 1.10 1.66
F -4.25 2.36 -0.14
H 4.55 1.90 3.36
H 5.73 1.16 -1.11
H 6.34 3.00 1.96
O -2.74 -2.78 -4.22
S -1.42 -3.24 -3.90
O -1.26 -4.55 -3.36
O -0.72 -2.17 -2.97
C -1.41 -1.76 -1.76
C -1.39 -2.80 -0.67
C -0.36 -3.06 -5.29
H -2.43 -1.47 -2.03
H -0.89 -0.86 -1.45
H -1.95 -3.70 -0.95
H -1.84 -2.38 0.22
H -0.37 -3.11 -0.45
H -0.48 -2.05 -5.69
H -0.67 -3.80 -6.02
H 0.66 -3.24 -4.97
*
```

The value obtained for the HOMO-LUMO gap is 0.37127 Eh. The LUMO energy is -0.50 eV.

***

Density functional theory data (ωB97M-V/def2-TZVPD) for a cluster of 5 separate species, C5H20O5 in total in a non-equilibrium geometry.

The geometry in ORCA input format:
```
! wB97M-V def2-TZVPD RIJCOSX def2/J DEFGRID3
* xyz 0 1
C 3.43 1.26 0.64
O 3.25 1.01 2.03
H 2.70 2.02 0.35
H 4.45 1.64 0.48
H 3.12 0.45 -0.01
H 4.14 1.00 2.38
C 2.68 -0.84 -3.55
O 1.31 -0.74 -3.24
H 2.81 -0.63 -4.61
H 3.29 -0.17 -2.96
H 3.07 -1.86 -3.57
H 0.80 -1.10 -3.98
C -3.07 -0.65 3.08
O -3.63 0.65 3.15
H -3.84 -1.42 3.16
H -2.68 -0.87 2.09
H -2.28 -0.85 3.80
H -2.86 1.17 3.41
C 0.39 -1.09 0.49
O 0.07 -0.26 -0.62
H 0.43 -2.09 0.06
H 1.43 -0.82 0.69
H -0.40 -0.98 1.23
H 0.63 -0.48 -1.36
C -3.45 1.17 -0.49
O -2.90 -0.07 -0.83
H -4.29 1.21 0.21
H -2.65 1.83 -0.15
H -3.96 1.69 -1.31
H -1.99 -0.18 -0.57
*
```

The value obtained for the HOMO-LUMO gap is 0.36622 Eh. The energy relative to the best compared isomer or geometry (same formula, charge and spin) comes out at 59.47 kcal per mole. The LUMO energy is 0.55 eV.

***

Density functional theory data (ωB97M-V/def2-TZVPD) for a cluster of 2 separate species, C6H8FNO2S in total in a non-equilibrium geometry.

The geometry in ORCA input format:
```
! wB97M-V def2-TZVPD RIJCOSX def2/J DEFGRID3
* xyz 0 1
C -0.03 -1.71 -0.25
C 0.99 -1.17 -1.03
C -1.28 -1.15 -0.26
C 0.73 -0.15 -1.84
C -1.56 -0.16 -1.10
C -0.55 0.32 -1.98
N 0.53 2.57 0.51
O -0.27 0.82 2.31
O 2.00 0.71 1.21
F -0.83 1.33 -2.81
S 0.64 0.98 0.74
H 0.11 -2.48 0.44
H 1.91 -1.70 -0.98
H -2.02 -1.56 0.32
H 1.41 0.19 -2.62
H -2.60 0.03 -1.23
H 0.09 0.00 2.75
H 1.00 3.45 1.00
H -0.14 2.88 -0.31
*
```

The value obtained for the HOMO-LUMO gap is 0.36180 Eh. The energy relative to the best compared isomer or geometry (same formula, charge and spin) comes out at 0.00 kcal per mole. The LUMO energy is 0.57 eV.

***

Density functional theory data (ωB97M-V/def2-TZVPD) for a cluster of 14 separate species, H26O17S in total in a non-equilibrium geometry.

The geometry in ORCA input format:
```
! wB97M-V def2-TZVPD RIJCOSX def2/J DEFGRID3
* xyz -2 1
S 0.02 -0.05 -0.11
O 0.94 -0.25 -1.27
O 0.26 -1.16 0.81
O 0.28 1.20 0.55
O -1.35 -0.08 -0.56
O 0.60 3.30 -0.85
H 0.22 2.96 -1.67
H 0.48 2.66 -0.30
O 2.46 2.48 1.61
H 1.98 1.74 1.12
H 1.60 2.93 2.08
O -1.68 0.01 3.47
H -1.21 -0.72 3.16
H -1.48 0.03 4.32
O 2.61 -1.86 -2.33
H 1.84 -1.20 -1.95
H 3.40 -2.02 -1.72
O -2.64 -1.72 -1.85
H -2.16 -2.59 -1.76
H -2.19 -1.18 -1.23
O -2.46 1.29 -2.47
H -3.13 0.70 -2.43
H -2.14 0.80 -1.77
O -1.02 -3.38 0.28
H -0.57 -4.09 0.55
H -0.53 -2.58 0.59
O 2.81 1.47 -1.26
H 2.14 0.87 -1.10
H 2.25 2.26 -1.02
O -1.32 2.43 2.25
H -0.80 2.03 1.58
H -1.50 1.65 2.80
O -3.37 1.24 0.64
H -2.60 1.72 1.05
H -2.80 0.60 0.27
O 3.44 -2.26 0.20
H 4.01 -1.53 0.15
H 2.61 -1.99 0.42
O 0.63 0.29 -3.89
H 0.61 0.07 -2.89
H -0.19 -0.20 -3.96
O 0.16 -1.78 3.12
H -0.49 -2.43 3.23
H 0.27 -1.65 2.14
*
```

The value obtained for the HOMO-LUMO gap is 0.32309 Eh. The energy relative to the best compared isomer or geometry (same formula, charge and spin) comes out at 108.61 kcal per mole. The LUMO energy is 4.81 eV.

***

Density functional theory data (ωB97M-V/def2-TZVPD) for a structure of composition C11H25AgBr2F2N3O3 in a non-equilibrium geometry.

The geometry in ORCA input format:
```
! wB97M-V def2-TZVPD RIJCOSX def2/J DEFGRID3
* xyz -1 1
Ag -0.85 -0.36 -2.78
F -4.73 -0.39 -2.97
F -0.97 2.78 -5.24
Br 1.75 4.69 0.66
C 0.99 4.84 -1.20
C 1.31 6.18 -1.69
Br 0.25 7.65 -0.69
H -0.07 4.61 -1.19
H 1.49 4.13 -1.85
H 1.11 6.30 -2.75
H 2.37 6.42 -1.61
C 4.89 -1.19 0.48
O 3.68 -1.20 0.21
N 5.56 -2.10 1.22
C 6.92 -1.90 1.51
C 4.98 -3.22 1.93
H 5.57 -0.43 0.05
H 7.19 -1.38 2.43
H 7.42 -1.37 0.70
H 7.44 -2.85 1.67
H 3.93 -3.39 1.72
H 5.42 -4.19 1.67
H 5.02 -3.01 3.00
C -1.65 -5.86 -2.02
O -0.88 -4.97 -2.46
N -1.42 -6.71 -0.98
C -0.13 -7.01 -0.46
C -2.50 -7.52 -0.44
H -2.72 -6.02 -2.24
H 0.15 -8.03 -0.75
H -0.32 -7.03 0.61
H 0.58 -6.22 -0.67
H -2.87 -7.22 0.54
H -3.34 -7.69 -1.11
H -2.00 -8.48 -0.28
C -4.90 5.79 -0.06
O -5.16 5.22 -1.12
N -4.52 5.24 1.10
C -4.40 6.03 2.36
C -4.23 3.82 1.15
H -4.93 6.89 0.02
H -4.45 7.09 2.11
H -3.47 5.82 2.89
H -5.25 5.77 2.99
H -3.23 3.78 1.59
H -4.97 3.30 1.75
H -4.05 3.41 0.16
*
```

The value obtained for the HOMO-LUMO gap is 0.16268 Eh. The energy relative to the best compared isomer or geometry (same formula, charge and spin) comes out at 132.02 kcal per mole. The LUMO energy is 0.25 eV.

***

Density functional theory data (ωB97M-V/def2-TZVPD) for the ion C7H15N2 with charge +1 in a non-equilibrium geometry.

The geometry in ORCA input format:
```
! wB97M-V def2-TZVPD RIJCOSX def2/J DEFGRID3
* xyz 1 1
C 2.26 0.80 -0.23
C 2.34 -0.56 -0.74
C 1.11 -1.21 -0.07
C -1.34 1.60 -0.37
C -2.10 -0.77 -0.50
C -0.31 -0.10 1.89
C -0.89 0.20 -0.56
N 1.16 1.14 0.32
N 0.26 -0.05 0.41
H 3.03 1.53 -0.51
H 2.06 -0.49 -1.86
H 3.27 -1.06 -0.61
H 0.58 -1.71 -0.80
H 1.40 -1.85 0.78
H -2.03 1.65 0.44
H -0.54 2.25 -0.14
H -1.82 2.15 -1.20
H -1.73 -1.60 0.28
H -2.34 -1.22 -1.51
H -2.94 -0.26 -0.12
H -1.33 -0.51 1.96
H 0.34 -0.86 2.36
H -0.01 0.79 2.31
H -0.42 0.13 -1.56
*
```

The value obtained for the HOMO-LUMO gap is 0.44069 Eh. The energy relative to the best compared isomer or geometry (same formula, charge and spin) comes out at 59.08 kcal per mole. The LUMO energy is -3.11 eV.